(1)
{"formula": "C9H14N3", "method": "ωB97M-V/def2-TZVPD", "symbols": ["C", "C", "N", "C", "C", "N", "C", "C", "C", "C", "N", "C", "H", "H", "H", "H", "H", "H", "H", "H", "H", "H", "H", "H", "H", "H"], "positions_angstrom": [[-3.056, 1.443, -0.224], [-2.239, 0.399, -0.070], [-1.960, -0.792, 0.045], [-1.033, -1.735, -0.108], [-1.510, -3.118, 0.069], [0.242, -1.433, -0.418], [1.193, -0.637, -0.006], [2.393, -0.453, -0.847], [1.152, 0.121, 1.294], [0.565, 1.593, 1.040], [-0.401, 1.491, -0.112], [-0.138, 1.986, -1.272], [-2.517, 2.408, -0.148], [-4.085, 1.278, -0.319], [-0.709, -3.876, 0.472], [-1.743, -3.410, -0.930], [-2.327, -3.073, 0.633], [2.413, -1.159, -1.557], [3.326, -0.409, -0.189], [2.159, 0.598, -1.156], [0.540, -0.366, 2.154], [2.224, 0.275, 1.699], [0.185, 1.879, 1.975], [1.356, 2.284, 0.738], [0.636, 2.741, -1.397], [-0.837, 1.720, -2.122]], "forces_ev_per_angstrom": [[3.146, -0.218, 0.660], [-0.749, 1.889, -0.618], [0.934, -2.140, 0.035], [0.238, 2.299, 1.063], [5.048, -1.379, -1.274], [0.858, 0.782, 0.394], [-1.740, -2.220, 0.618], [0.154, 3.409, 3.823], [0.246, 0.796, 1.813], [0.921, -1.392, -2.469], [0.628, 0.163, -0.357], [-1.278, -0.367, 1.243], [-1.252, -0.595, -0.235], [-1.309, 0.019, -0.103], [-1.473, 1.704, -0.743], [-0.411, -0.727, -0.787], [-3.369, -0.210, 2.296], [0.361, -2.121, -2.959], [-1.201, -0.131, -1.065], [0.891, -0.643, -0.620], [0.916, 0.554, -1.799], [-1.725, -0.389, -0.649], [-1.196, 0.732, 0.835], [0.137, -0.063, 0.169], [0.305, -0.240, -0.282], [0.919, 0.489, 1.010]], "smiles": "C=C=[N+]=C(C)/N=C(/C)CCN=C", "total_charge": 1}



(2)
{"formula": "C15H40AsF6O15S5", "method": "ωB97M-V/def2-TZVPD", "symbols": ["As", "F", "F", "F", "F", "F", "F", "O", "S", "O", "O", "C", "C", "C", "H", "H", "H", "H", "H", "H", "H", "H", "O", "S", "O", "O", "C", "C", "C", "H", "H", "H", "H", "H", "H", "H", "H", "O", "S", "O", "O", "C", "C", "C", "H", "H", "H", "H", "H", "H", "H", "H", "O", "S", "O", "O", "C", "C", "C", "H", "H", "H", "H", "H", "H", "H", "H", "O", "S", "O", "O", "C", "C", "C", "H", "H", "H", "H", "H", "H", "H", "H"], "positions_angstrom": [[-0.825, 1.103, 0.101], [0.312, 2.183, 0.859], [-2.129, 1.900, 0.892], [-1.901, -0.030, -0.625], [0.475, 0.307, -0.741], [-0.620, 0.043, 1.468], [-0.896, 2.211, -1.218], [-1.250, -1.192, -5.785], [-2.021, -0.220, -5.082], [-2.584, 0.885, -5.775], [-3.262, -0.955, -4.405], [-2.999, -2.230, -3.766], [-4.171, -2.478, -2.832], [-1.169, 0.362, -3.657], [-2.056, -2.177, -3.227], [-2.992, -3.000, -4.535], [-5.096, -2.281, -3.374], [-4.135, -1.825, -1.961], [-4.184, -3.514, -2.492], [-0.710, -0.477, -3.136], [-1.905, 0.863, -3.042], [-0.333, 0.976, -3.985], [3.927, 3.000, -5.933], [2.693, 3.359, -5.334], [1.471, 2.761, -5.781], [2.832, 3.097, -3.794], [1.633, 3.294, -2.983], [2.045, 3.581, -1.561], [2.549, 5.120, -5.383], [1.100, 2.346, -2.993], [0.986, 4.070, -3.385], [2.711, 4.443, -1.475], [2.460, 2.710, -1.063], [1.135, 3.872, -1.032], [3.311, 5.480, -4.692], [1.548, 5.412, -5.095], [2.845, 5.440, -6.378], [0.653, 0.706, 5.322], [-0.582, 1.157, 5.865], [-0.784, 1.286, 7.261], [-0.908, 2.571, 5.259], [-0.722, 2.692, 3.819], [-1.308, 4.007, 3.398], [-1.872, 0.163, 5.183], [-1.241, 1.883, 3.304], [0.340, 2.658, 3.593], [-2.356, 4.084, 3.680], [-1.234, 4.089, 2.313], [-0.726, 4.829, 3.819], [-2.082, -0.591, 5.939], [-1.497, -0.265, 4.260], [-2.738, 0.795, 5.012], [4.399, -3.035, -0.494], [3.323, -3.471, 0.336], [3.388, -4.725, 1.001], [3.094, -2.391, 1.476], [3.404, -1.016, 1.162], [3.266, -0.210, 2.448], [1.833, -3.348, -0.566], [2.725, -0.624, 0.404], [4.421, -0.920, 0.784], [3.695, 0.784, 2.351], [3.689, -0.771, 3.284], [2.216, -0.070, 2.722], [1.013, -3.538, 0.119], [1.875, -4.094, -1.357], [1.792, -2.350, -0.993], [-1.771, -5.103, 0.104], [-2.029, -4.258, 1.209], [-3.063, -4.597, 2.142], [-0.657, -4.146, 2.007], [-0.684, -3.492, 3.296], [0.611, -2.760, 3.510], [-2.218, -2.617, 0.614], [-0.840, -4.267, 4.047], [-1.535, -2.812, 3.392], [0.929, -2.148, 2.670], [1.435, -3.467, 3.656], [0.587, -2.150, 4.412], [-3.120, -2.538, 0.018], [-1.358, -2.445, -0.027], [-2.157, -1.921, 1.444]], "forces_ev_per_angstrom": [[1.114, 0.259, 0.351], [0.048, 0.042, 0.133], [-0.312, 0.056, 0.101], [-0.488, -0.028, -0.234], [0.295, -0.262, 0.098], [-0.115, -0.266, 0.107], [-0.501, 0.171, -0.402], [0.329, -0.266, -0.084], [-0.184, -0.070, 0.258], [-0.197, 0.331, -0.178], [0.122, -0.050, 0.058], [-0.789, 0.058, 0.107], [0.104, 0.086, -0.004], [0.434, -0.473, -0.253], [0.095, -0.198, -0.056], [0.373, 0.034, -0.056], [-0.030, -0.041, 0.040], [-0.001, 0.070, -0.056], [0.085, -0.011, -0.005], [-0.253, -0.051, 0.119], [0.192, 0.261, 0.114], [-0.279, 0.334, -0.118], [0.574, -0.116, -0.066], [-0.783, -0.218, -0.078], [-0.015, 0.151, -0.102], [0.122, 0.307, 0.193], [0.213, -0.768, 0.581], [-0.405, 0.644, 0.041], [0.611, -0.120, 0.113], [-0.197, 0.098, -0.158], [0.136, 0.086, -0.181], [0.191, -0.175, -0.172], [0.109, -0.007, -0.042], [0.022, -0.257, 0.118], [-0.164, 0.154, 0.077], [-0.061, 0.188, -0.097], [-0.348, -0.004, -0.125], [0.665, -0.343, 0.041], [-0.402, 0.283, -0.710], [0.005, 0.039, 0.808], [-0.012, 0.137, -0.084], [-0.062, 0.233, -0.249], [0.207, 0.247, -0.202], [0.088, -0.044, 0.142], [0.145, -0.109, 0.082], [0.007, -0.225, 0.035], [-0.003, 0.084, 0.063], [-0.055, -0.099, -0.009], [-0.200, 0.053, 0.148], [-0.078, -0.133, -0.140], [-0.132, -0.114, -0.102], [-0.099, -0.081, 0.028], [0.314, 0.018, -0.259], [0.060, 0.355, 0.164], [-0.060, -0.360, 0.219], [0.164, -0.012, -0.106], [0.167, 1.014, 0.365], [-0.817, -0.528, 0.174], [-0.076, -0.001, -0.150], [-0.128, -0.185, -0.067], [0.004, -0.378, -0.042], [0.237, -0.069, -0.019], [0.382, 0.232, -0.090], [0.004, 0.018, -0.187], [-0.120, -0.059, -0.015], [-0.064, -0.013, 0.020], [-0.134, 0.061, -0.019], [0.303, -0.628, -0.731], [-0.213, 0.349, 0.856], [-0.071, 0.166, -0.026], [-0.100, 0.130, -0.297], [-0.156, 0.116, 0.491], [0.888, -0.433, 0.170], [0.513, -0.120, -0.049], [0.051, -0.019, -0.018], [-0.043, -0.047, -0.343], [-0.420, 0.185, -0.079], [-0.137, -0.050, -0.060], [-0.216, 0.130, -0.018], [-0.174, 0.017, 0.212], [0.016, 0.080, -0.061], [-0.297, 0.155, -0.030]], "total_charge": -1}



(3)
{"formula": "C5H11N", "method": "ωB97M-V/def2-TZVPD", "symbols": ["H", "N", "C", "C", "C", "C", "C", "H", "H", "H", "H", "H", "H", "H", "H", "H", "H"], "positions_angstrom": [[0.991, 3.080, -0.587], [0.605, 2.259, -0.295], [1.159, 1.115, -0.445], [0.228, -0.138, 0.022], [1.084, -1.343, 0.495], [-0.514, -0.553, -1.262], [-0.896, 0.443, 0.926], [2.224, 0.931, -0.733], [1.932, -1.473, -0.306], [1.679, -1.282, 1.508], [0.385, -2.129, 0.416], [-1.264, -1.404, -1.220], [-1.112, 0.320, -1.672], [0.205, -0.848, -2.055], [-1.527, -0.373, 1.052], [-0.397, 0.941, 1.733], [-1.363, 1.301, 0.356]], "forces_ev_per_angstrom": [[2.185, 2.371, -1.015], [-1.107, -3.881, 0.364], [-1.477, 0.352, 1.573], [0.720, 1.865, -1.197], [2.606, 1.753, -0.176], [-0.644, -0.008, -1.720], [2.103, 1.661, -2.004], [-0.762, 0.055, -0.188], [-1.624, -0.041, 1.326], [-1.656, 0.034, -1.755], [-0.210, -1.564, 0.437], [0.964, 0.793, 0.604], [0.816, -0.883, 0.510], [-0.319, 0.123, 0.293], [-1.504, -1.059, 1.155], [-0.322, -0.262, 1.193], [0.230, -1.310, 0.601]], "smiles": "[H]/N=C/C(C)(C)C"}



(4)
{"formula": "C28H28BrN6ORuS2", "method": "ωB97M-V/def2-TZVPD", "symbols": ["Ru", "Br", "C", "C", "C", "C", "O", "C", "C", "N", "C", "C", "C", "C", "C", "C", "C", "C", "N", "C", "C", "H", "H", "H", "H", "H", "H", "H", "H", "H", "H", "C", "C", "N", "C", "S", "N", "C", "C", "H", "H", "H", "H", "H", "H", "H", "H", "H", "H", "H", "H", "N", "C", "N", "C", "C", "C", "C", "C", "C", "S", "H", "H", "H", "H", "H", "H"], "positions_angstrom": [[0.229, -0.533, 0.389], [6.472, 1.624, 3.570], [5.086, 0.931, 2.546], [5.372, 0.330, 1.302], [4.364, -0.184, 0.533], [3.026, -0.105, 0.965], [2.098, -0.564, 0.159], [2.731, 0.474, 2.234], [1.431, 0.463, 2.822], [0.347, -0.008, 2.280], [-0.897, -0.058, 2.992], [-1.062, 0.172, 4.334], [-2.346, 0.108, 4.912], [-3.443, -0.197, 4.155], [-3.301, -0.464, 2.773], [-4.380, -0.810, 1.926], [-4.150, -1.072, 0.603], [-2.840, -0.986, 0.109], [-1.817, -0.665, 0.876], [-2.019, -0.398, 2.200], [3.786, 0.987, 3.005], [6.398, 0.277, 0.963], [4.567, -0.651, -0.422], [1.363, 0.857, 3.830], [-0.226, 0.401, 4.981], [-2.452, 0.301, 5.970], [-4.426, -0.245, 4.605], [-5.381, -0.867, 2.336], [-4.954, -1.341, -0.067], [-2.621, -1.187, -0.934], [3.581, 1.423, 3.974], [2.661, 3.498, -1.804], [2.278, 2.039, -1.976], [0.926, 1.896, -2.546], [-0.203, 1.812, -1.876], [-0.247, 1.640, -0.104], [-1.374, 1.903, -2.478], [-1.577, 2.215, -3.906], [-1.379, 3.691, -4.220], [3.675, 3.568, -1.412], [1.989, 4.002, -1.108], [2.640, 4.029, -2.756], [2.291, 1.507, -1.029], [2.957, 1.527, -2.656], [0.851, 2.106, -3.534], [-2.184, 1.894, -1.877], [-2.592, 1.903, -4.142], [-0.916, 1.573, -4.494], [-2.091, 4.303, -3.668], [-1.543, 3.859, -5.283], [-0.373, 4.039, -3.979], [-0.392, -3.454, 2.555], [-0.510, -3.482, 1.232], [0.046, -2.569, 0.434], [-0.275, -2.809, -0.901], [0.128, -1.975, -1.941], [-0.393, -2.231, -3.209], [-1.247, -3.308, -3.420], [-1.617, -4.159, -2.379], [-1.137, -3.880, -1.113], [-1.434, -4.694, 0.413], [0.305, -2.863, 2.980], [-0.773, -4.196, 3.123], [0.931, -1.248, -1.814], [-0.084, -1.627, -4.051], [-1.609, -3.513, -4.418], [-2.260, -5.008, -2.568]], "forces_ev_per_angstrom": [[-0.071, 0.042, -0.053], [0.001, 0.002, 0.005], [0.033, -0.024, -0.058], [0.007, 0.034, 0.065], [-0.073, -0.043, -0.060], [0.110, 0.022, 0.069], [-0.006, -0.014, -0.019], [0.017, 0.010, -0.008], [-0.021, -0.024, -0.022], [0.049, 0.056, 0.085], [-0.031, -0.014, -0.009], [0.016, 0.006, -0.007], [-0.001, -0.003, 0.001], [-0.003, 0.006, -0.002], [0.015, 0.002, -0.003], [-0.002, -0.005, -0.001], [-0.001, -0.001, -0.001], [0.006, 0.011, 0.028], [0.071, -0.028, -0.023], [-0.014, -0.006, -0.013], [-0.045, -0.003, 0.006], [0.001, 0.000, 0.001], [0.010, 0.002, 0.004], [-0.007, -0.004, 0.002], [-0.004, 0.002, 0.004], [0.002, 0.000, 0.000], [0.001, 0.000, 0.001], [0.000, 0.001, -0.001], [0.000, 0.002, 0.000], [0.000, 0.000, -0.006], [-0.009, -0.002, -0.001], [-0.005, 0.002, -0.007], [0.006, 0.006, -0.012], [0.026, 0.010, -0.006], [-0.034, -0.010, -0.011], [-0.034, -0.016, 0.009], [0.015, -0.005, 0.017], [0.001, -0.001, -0.006], [-0.001, -0.001, 0.000], [0.001, -0.001, 0.002], [0.002, -0.001, 0.000], [0.000, 0.000, 0.002], [-0.005, 0.018, -0.006], [0.001, -0.003, -0.001], [0.001, 0.004, 0.008], [-0.007, 0.000, 0.002], [0.000, 0.001, 0.001], [-0.001, 0.005, 0.000], [0.000, 0.000, 0.000], [0.001, 0.000, 0.001], [0.001, 0.001, 0.000], [0.011, -0.002, 0.015], [-0.054, 0.022, -0.043], [0.017, -0.047, 0.044], [0.015, 0.007, 0.013], [-0.013, -0.028, 0.027], [-0.014, 0.002, 0.002], [0.006, -0.001, -0.002], [-0.008, -0.002, -0.002], [-0.001, 0.025, -0.008], [0.001, -0.005, -0.005], [-0.004, -0.005, -0.002], [0.001, -0.002, 0.000], [0.018, 0.006, -0.017], [0.004, -0.002, 0.003], [0.000, -0.001, 0.001], [0.000, 0.000, 0.000]], "total_charge": 3}



How do the records compare in DFT total energy? In the order shown, they have -14019.804; -178241.703; -6851.848; -134750.832 eV.